Entry 1:
This record from OMol25 describes a cluster of 5 separate species, C48H110N8O6P in total. The level of theory is wB97M-V/def2-TZVPD.

```
173
Properties=species:S:1:pos:R:3:lowdin_charge:R:1
C -0.247 3.081 3.188 -0.107
C -0.586 1.602 3.421 -0.262
C -1.018 0.824 2.160 -0.242
C -1.644 -0.519 2.488 -0.219
C -0.708 -1.490 3.221 -0.205
C 0.754 -1.540 2.730 -0.213
C 0.972 -2.346 1.423 -0.205
C 2.292 -2.038 0.680 -0.208
C 2.862 -3.260 -0.097 -0.204
C 3.510 -2.998 -1.491 -0.210
C 2.537 -3.185 -2.683 -0.201
C 2.933 -2.431 -3.978 -0.208
C 2.066 -1.207 -4.333 -0.190
C 2.545 -0.518 -5.639 -0.118
C 2.645 1.015 -5.556 -0.411
N 3.713 1.455 -4.665 0.108
C 1.305 1.725 -5.172 -0.331
P 1.296 3.145 -3.958 0.770
O 0.225 4.151 -4.208 -0.385
O 0.655 2.294 -6.300 -0.115
C 0.565 1.366 -7.358 -0.247
C -0.630 1.697 -8.299 -0.154
N -0.987 3.097 -8.331 -0.113
C -1.996 3.521 -7.357 -0.084
C 1.939 1.273 -8.051 -0.190
O 2.169 2.081 -9.160 -0.070
N 1.564 3.488 -8.998 0.055
O 1.576 3.997 -10.020 0.165
N 3.067 1.520 -6.956 0.063
C 3.648 2.903 -6.916 -0.045
C 5.202 2.852 -6.781 -0.113
O 5.590 1.484 -6.953 -0.088
C 6.913 1.112 -6.729 -0.535
C 7.456 1.432 -5.369 0.031
O 7.453 0.544 -7.563 0.222
H -1.040 3.746 3.562 0.062
H -0.150 3.290 2.116 0.066
H 0.693 3.390 3.678 0.072
H 0.280 1.091 3.873 0.089
H -1.421 1.522 4.139 0.112
H -0.141 0.700 1.485 0.107
H -1.756 1.429 1.595 0.117
H -2.523 -0.328 3.132 0.116
H -2.047 -0.989 1.569 0.109
H -1.113 -2.515 3.109 0.103
H -0.721 -1.278 4.305 0.091
H 1.339 -2.030 3.526 0.090
H 1.174 -0.517 2.625 0.099
H 0.978 -3.418 1.697 0.111
H 0.114 -2.214 0.736 0.115
H 2.155 -1.181 -0.009 0.103
H 3.037 -1.707 1.428 0.112
H 3.603 -3.758 0.550 0.111
H 2.043 -3.993 -0.234 0.107
H 4.367 -3.683 -1.627 0.111
H 3.930 -1.974 -1.519 0.102
H 2.463 -4.262 -2.914 0.116
H 1.526 -2.876 -2.357 0.112
H 3.983 -2.097 -3.888 0.110
H 2.895 -3.110 -4.852 0.119
H 1.018 -1.541 -4.451 0.125
H 2.060 -0.509 -3.473 0.111
H 1.898 -0.829 -6.471 0.113
H 3.563 -0.879 -5.883 0.132
H 4.583 0.971 -4.882 0.083
H 3.469 1.191 -3.711 0.100
H 0.667 0.944 -4.714 0.131
H 1.223 2.392 -2.771 0.022
H 2.618 3.611 -3.949 0.011
H 0.372 0.364 -6.923 0.146
H -1.458 1.042 -7.959 0.118
H -0.367 1.368 -9.322 0.137
H -1.251 3.363 -9.272 0.110
H -1.817 3.008 -6.398 0.084
H -1.914 4.602 -7.157 0.092
H -3.019 3.291 -7.701 0.066
H 2.102 0.243 -8.419 0.174
H 3.843 0.912 -7.251 0.155
H 3.173 3.468 -6.104 0.117
H 3.387 3.386 -7.849 0.101
H 5.622 3.436 -7.619 0.147
H 5.550 3.274 -5.826 0.124
H 8.482 1.040 -5.338 0.107
H 7.471 2.513 -5.162 0.095
H 6.859 0.947 -4.582 0.093
C 0.032 -1.108 10.491 -0.088
C 0.784 -1.549 9.245 -0.271
N -0.077 -1.671 8.078 -0.190
C 0.547 -2.367 6.966 -0.257
C 1.787 -1.747 6.306 -0.078
C -0.856 -0.487 7.735 -0.233
C -0.098 0.814 7.425 -0.073
H -0.819 -1.765 10.676 0.080
H 0.696 -1.149 11.355 0.073
H -0.336 -0.085 10.411 0.064
H 1.216 -2.539 9.414 0.118
H 1.635 -0.867 9.086 0.102
H -0.228 -2.512 6.206 0.079
H 0.816 -3.369 7.315 0.110
H 1.540 -0.871 5.707 0.048
H 2.230 -2.490 5.637 0.066
H 2.553 -1.472 7.031 0.070
H -1.550 -0.296 8.556 0.103
H -1.481 -0.760 6.880 0.108
H 0.690 1.000 8.158 0.066
H -0.784 1.662 7.462 0.067
H 0.361 0.804 6.437 0.044
C -7.688 -1.380 -8.640 -0.088
C -6.908 -0.132 -9.022 -0.269
N -5.526 -0.164 -8.564 -0.201
C -4.856 1.118 -8.651 -0.263
C -4.614 1.731 -10.037 -0.080
C -4.752 -1.322 -8.984 -0.248
C -4.620 -1.594 -10.487 -0.079
H -7.617 -1.562 -7.567 0.081
H -8.739 -1.251 -8.901 0.076
H -7.331 -2.268 -9.163 0.065
H -7.370 0.740 -8.550 0.118
H -6.999 0.025 -10.109 0.104
H -3.895 1.018 -8.134 0.085
H -5.444 1.826 -8.060 0.113
H -3.824 1.216 -10.585 0.053
H -4.315 2.777 -9.929 0.063
H -5.517 1.714 -10.648 0.070
H -5.190 -2.205 -8.513 0.102
H -3.757 -1.215 -8.540 0.106
H -5.583 -1.504 -10.993 0.069
H -4.261 -2.612 -10.647 0.073
H -3.922 -0.917 -10.979 0.052
C 2.317 4.022 9.269 -0.088
C 1.603 4.382 7.976 -0.278
N 0.196 4.697 8.172 -0.195
C -0.558 4.772 6.930 -0.251
C -0.194 5.862 5.911 -0.080
C -0.083 5.727 9.166 -0.243
C 0.559 7.109 8.986 -0.081
H 1.786 3.226 9.794 0.075
H 3.328 3.679 9.049 0.073
H 2.403 4.876 9.941 0.065
H 1.636 3.526 7.294 0.108
H 2.165 5.190 7.480 0.102
H -1.612 4.870 7.200 0.114
H -0.458 3.797 6.442 0.087
H -0.507 6.851 6.239 0.057
H -0.688 5.665 4.957 0.054
H 0.880 5.890 5.724 0.067
H 0.219 5.337 10.139 0.101
H -1.170 5.830 9.216 0.114
H 1.617 7.029 8.733 0.065
H 0.487 7.669 9.920 0.072
H 0.074 7.702 8.213 0.055
C -2.345 -5.374 7.986 -0.083
C -2.610 -6.420 6.913 -0.269
N -3.092 -5.843 5.666 -0.201
C -3.628 -6.818 4.734 -0.251
C -2.670 -7.863 4.150 -0.086
C -2.247 -4.807 5.100 -0.248
C -0.789 -5.161 4.781 -0.078
H -3.227 -4.750 8.138 0.083
H -2.104 -5.867 8.929 0.075
H -1.506 -4.721 7.738 0.051
H -3.390 -7.104 7.259 0.117
H -1.703 -7.033 6.785 0.102
H -4.099 -6.265 3.917 0.110
H -4.436 -7.341 5.254 0.110
H -1.995 -7.436 3.408 0.053
H -3.244 -8.650 3.657 0.070
H -2.067 -8.335 4.927 0.066
H -2.246 -3.963 5.796 0.095
H -2.744 -4.441 4.197 0.111
H -0.319 -5.716 5.594 0.071
H -0.223 -4.236 4.652 0.043
H -0.683 -5.748 3.870 0.057
```

## Properties
**Spin multiplicity**: 1
**Net charge**: +1
**HOMO level**: -9.1 eV
**LUMO**: -0.1207 Eh
**HOMO-LUMO gap**: 5.78 eV



Entry 2:
This record from OMol25 describes a structure of composition C48H112InN6O19. The level of theory is wB97M-V/def2-TZVPD.

```
186
Properties=species:S:1:pos:R:3:lowdin_spin:R:1
In -3.533 1.696 -5.132 0.185
C -0.916 0.375 -0.231 -0.119
C 0.319 -0.256 -0.068 0.002
C 1.041 -0.776 -1.310 -0.010
O 2.081 -1.506 -1.368 -0.326
C 0.497 -0.521 -2.500 -0.333
C -0.851 -0.081 -2.700 -0.035
C -1.538 0.589 -1.510 0.008
O -2.520 1.315 -1.737 0.021
O -1.495 0.073 -3.735 -0.090
O 0.773 -0.529 1.141 -0.070
H -1.549 0.460 0.640 -0.005
H 0.927 -1.060 -3.331 -0.012
C 6.567 -0.966 -2.951 0.000
C 5.862 -0.547 -1.697 0.000
C 4.834 0.601 -1.843 0.000
O 4.088 0.852 -0.616 -0.003
C 3.112 1.774 -0.803 0.001
N 5.105 -1.710 -1.152 0.001
H 5.885 -1.149 -3.781 0.000
H 7.088 -1.912 -2.805 0.000
H 7.202 -0.082 -3.017 0.000
H 6.601 -0.158 -0.997 0.000
H 4.138 0.396 -2.656 0.000
H 5.316 1.528 -2.155 0.000
H 2.545 1.632 0.117 0.000
H 2.415 1.524 -1.602 0.000
H 3.482 2.788 -0.951 0.000
H 4.446 -1.992 -1.864 0.000
H 5.766 -2.473 -1.169 0.000
C -3.939 2.909 2.703 0.000
C -4.456 1.808 1.831 0.000
O -5.664 2.351 1.228 0.000
H -2.943 2.598 3.020 0.000
H -4.510 2.935 3.631 0.000
H -3.946 3.870 2.190 0.000
H -4.728 0.846 2.266 0.000
H -3.791 1.693 0.975 0.000
H -6.067 3.015 1.792 0.000
C -2.237 -3.037 -1.386 0.001
C -2.612 -2.825 0.077 -0.001
O -2.185 -3.895 0.880 0.000
H -1.247 -3.432 -1.612 0.000
H -2.330 -2.119 -1.966 0.001
H -2.913 -3.717 -1.904 0.000
H -3.687 -2.674 0.172 0.000
H -2.230 -1.901 0.512 -0.001
H -2.906 -4.528 0.877 0.000
C 3.864 -5.635 -4.328 0.000
C 2.787 -4.555 -4.188 0.000
O 3.348 -3.377 -3.658 0.000
H 3.434 -6.621 -4.501 0.000
H 4.388 -5.769 -3.381 0.000
H 4.637 -5.392 -5.057 0.000
H 1.864 -4.897 -3.720 0.000
H 2.529 -4.252 -5.203 0.000
H 2.696 -2.813 -3.235 0.001
C -2.503 4.924 0.321 0.001
C -1.296 4.147 0.704 0.000
O -0.675 3.475 -0.339 -0.004
H -3.371 4.327 0.041 0.000
H -2.199 5.575 -0.499 0.001
H -2.971 5.520 1.104 0.000
H -1.432 3.377 1.463 0.000
H -0.572 4.820 1.163 0.000
H -0.746 2.535 -0.157 -0.004
C 0.696 1.682 -5.129 -0.004
O -0.538 2.442 -4.819 0.001
C -0.335 3.365 -3.760 0.003
C -1.450 4.448 -3.519 0.040
N -2.818 3.922 -3.191 0.542
C -3.913 4.905 -3.019 0.049
C -5.115 4.205 -2.379 0.000
O -5.508 3.273 -3.314 0.009
C -6.712 2.522 -2.945 0.002
H 0.519 0.778 -5.712 0.000
H 1.302 1.633 -4.224 -0.003
H 1.348 2.079 -5.908 -0.001
H 0.530 3.989 -3.984 0.000
H -0.200 2.832 -2.819 0.000
H -1.546 5.016 -4.444 0.004
H -1.066 5.224 -2.856 0.024
H -2.727 3.390 -2.337 0.008
H -4.309 5.418 -3.896 0.005
H -3.533 5.643 -2.313 0.029
H -5.858 4.990 -2.238 0.000
H -4.930 3.784 -1.391 0.000
H -6.744 2.173 -1.913 0.000
H -6.935 1.608 -3.495 0.001
H -7.626 3.116 -2.971 0.000
C -4.053 3.182 10.419 0.000
O -3.240 2.870 9.344 0.000
C -3.706 3.155 7.996 0.000
C -2.869 2.478 6.866 0.000
N -3.103 1.008 6.813 0.000
C -2.067 0.303 6.013 0.000
C -2.710 -1.035 5.566 0.000
O -1.899 -1.776 4.715 0.000
C -1.457 -1.213 3.495 0.000
H -4.121 4.270 10.439 0.000
H -3.618 2.984 11.399 0.000
H -5.058 2.816 10.209 0.000
H -3.506 4.225 7.939 0.000
H -4.780 3.017 7.870 0.000
H -1.806 2.611 7.066 0.000
H -3.166 3.017 5.966 0.000
H -3.382 0.555 7.672 0.000
H -1.093 0.100 6.459 0.000
H -1.855 0.891 5.119 0.000
H -3.704 -0.869 5.150 0.000
H -2.935 -1.489 6.531 0.000
H -0.871 -0.325 3.732 0.000
H -2.218 -0.968 2.754 0.000
H -0.722 -1.878 3.043 0.000
C -1.071 0.623 -7.970 0.001
O -2.037 0.017 -7.030 0.027
C -2.213 -1.404 -7.237 0.001
C -2.791 -1.976 -5.967 0.002
N -4.090 -1.334 -5.675 0.042
C -4.401 -1.846 -4.332 0.001
C -5.802 -1.416 -3.858 0.000
O -5.632 -0.194 -3.148 0.010
C -5.654 -0.371 -1.685 0.000
H -0.101 0.125 -7.973 0.000
H -0.865 1.623 -7.588 0.000
H -1.490 0.682 -8.975 0.000
H -1.300 -1.886 -7.585 0.000
H -2.972 -1.497 -8.014 0.000
H -2.083 -1.852 -5.148 0.000
H -2.910 -3.055 -6.065 0.001
H -4.673 -1.844 -6.323 0.000
H -3.718 -1.625 -3.512 0.000
H -4.385 -2.929 -4.214 0.001
H -6.271 -2.271 -3.372 0.000
H -6.420 -1.247 -4.740 0.000
H -4.869 -1.047 -1.348 0.000
H -6.590 -0.872 -1.437 0.000
H -5.519 0.568 -1.148 0.000
C 4.986 -4.866 -0.107 0.000
O 3.777 -4.307 0.229 0.000
C 2.858 -5.242 0.720 0.000
C 1.617 -4.500 0.983 0.000
N 1.776 -3.400 2.000 0.000
C 1.888 -4.012 3.398 0.000
C 1.810 -3.083 4.560 0.000
O 2.547 -1.854 4.377 0.000
C 2.759 -1.205 5.639 0.000
H 5.433 -5.372 0.749 0.000
H 5.619 -4.153 -0.634 0.000
H 4.796 -5.658 -0.831 0.000
H 3.237 -5.772 1.593 0.000
H 2.755 -6.032 -0.023 0.000
H 0.943 -5.250 1.397 0.000
H 1.144 -4.196 0.049 0.000
H 0.838 -3.040 1.899 0.000
H 2.904 -4.376 3.552 0.000
H 1.252 -4.883 3.556 0.000
H 2.229 -3.562 5.445 0.000
H 0.731 -3.006 4.693 0.000
H 3.256 -0.244 5.509 0.000
H 3.343 -1.855 6.290 0.000
H 1.866 -1.008 6.232 0.000
C 7.881 -2.415 0.927 0.001
O 7.024 -1.288 1.308 0.019
C 7.743 -0.111 1.774 0.004
C 6.850 1.176 1.424 0.067
N 5.616 1.144 2.241 0.699
C 4.839 2.390 2.076 0.066
C 3.673 2.254 3.120 0.001
O 2.774 1.203 2.722 0.027
C 1.635 1.224 3.534 0.002
H 8.903 -2.175 0.631 0.000
H 7.613 -2.982 0.036 0.000
H 7.979 -3.113 1.758 0.000
H 8.769 -0.007 1.421 0.000
H 7.812 -0.020 2.858 0.000
H 6.568 1.183 0.371 0.009
H 7.469 2.045 1.646 0.037
H 5.834 0.913 3.200 0.017
H 4.402 2.675 1.119 0.006
H 5.436 3.208 2.478 0.037
H 3.049 3.147 3.089 0.000
H 4.067 2.252 4.136 0.000
H 1.820 1.766 4.461 0.000
H 1.272 0.206 3.673 0.001
H 0.790 1.698 3.034 0.001
```

## Properties
**Spin multiplicity**: 2
**Net charge**: +2
**HOMO level (spin up / spin down)**: -11.3 / -11.3 eV
**LUMO (spin up / spin down)**: -0.2405 / -0.3210 Eh
**HOMO-LUMO gap (spin up / spin down)**: 4.72 / 2.53 eV



Max |F| (eV/Å)
4.33 6.25
DFT total energy (eV)
-85043.702 -104575.636